1.
{"formula": "C3H4N2O2", "method": "ωB97M-V with the def2-TZVPD basis set", "elements": ["N", "O", "C", "H", "H", "C", "O", "N", "H", "H", "C"], "coordinates": [[0.721, -0.725, -0.709], [0.171, 2.123, 0.908], [-1.589, -0.472, 0.052], [-1.808, 0.632, 0.599], [2.768, -0.890, -0.766], [1.958, -0.450, -0.160], [2.177, 0.211, 0.844], [-0.228, -0.063, -0.045], [-2.241, -0.278, -0.796], [-1.656, -1.532, 0.386], [-0.309, 1.227, 0.344]], "atomic_forces_ev_per_a": [[0.5, 0.2, -0.3], [-0.8, -0.4, -0.3], [-0.6, 1.1, 0.4], [-1.4, -2.4, 0.3], [-0.1, 0.0, 0.1], [-0.1, 0.0, 0.0], [-0.1, -0.1, -0.3], [-0.2, 0.9, 0.2], [0.3, -0.3, -0.5], [-0.3, 1.0, 0.5], [2.8, 0.0, -0.1]], "fmax_ev_per_a": 2.84, "e_above_lowest_kcal_mol": 141.04, "energy_ha": -376.5390, "homo_lumo_gap_ev": [7.7, 7.7], "e_lumo_ev": [-1.2, -1.2]}

---

2.
{"formula": "C25H32BO4V", "method": "ωB97M-V with the def2-TZVPD basis set", "elements": ["H", "C", "O", "H", "C", "H", "H", "C", "C", "H", "C", "C", "V", "C", "C", "H", "B", "C", "C", "H", "C", "H", "H", "C", "H", "H", "H", "H", "C", "H", "H", "C", "C", "H", "C", "C", "H", "H", "H", "H", "O", "H", "H", "H", "O", "C", "C", "H", "H", "C", "H", "C", "H", "H", "C", "H", "H", "C", "O", "C", "H", "H", "C"], "coordinates": [[1.514, -1.140, -3.317], [1.516, -2.979, 5.586], [1.685, -2.124, 1.988], [-4.221, 0.788, -3.119], [-5.148, 4.537, -4.272], [-0.336, -3.220, 6.662], [-1.300, 2.577, 0.143], [-4.502, 4.352, -5.620], [1.634, 1.027, 0.807], [-3.920, 6.214, -3.695], [-4.163, 0.478, -2.072], [1.338, -2.320, 3.308], [0.619, 0.825, -1.011], [-0.283, 2.223, 0.202], [-6.638, 4.138, -4.265], [3.229, -2.679, 4.258], [0.463, -1.943, 1.302], [0.197, 1.097, 0.974], [-3.504, 1.571, -1.215], [0.806, 3.705, -1.069], [-0.792, -1.009, -0.867], [-3.609, -0.467, -1.968], [-6.536, 3.355, -2.228], [1.472, -1.470, -1.105], [-3.447, 4.635, -5.562], [-4.789, -0.322, 0.531], [-7.003, 3.693, -5.186], [-6.220, 1.053, -1.767], [0.857, 2.846, -0.418], [2.320, 0.354, 1.306], [-3.550, 2.550, -1.711], [0.310, -1.824, -0.232], [2.028, 2.115, -0.034], [-1.774, -2.603, 4.682], [-5.537, 0.280, -1.389], [-0.446, -0.830, -2.239], [2.133, -3.246, 6.447], [-1.792, -0.920, -0.453], [-5.412, 6.019, -2.715], [-4.999, 4.998, -6.351], [-4.190, 1.663, 0.073], [-7.316, 4.893, -3.879], [-6.056, 0.988, 0.631], [2.482, -1.815, -0.878], [-4.717, 3.494, -3.326], [2.148, -2.662, 4.373], [-6.144, 3.147, -3.235], [-5.497, 6.638, -4.374], [3.054, 2.368, -0.291], [-0.690, -2.616, 4.625], [-0.418, 0.507, 1.635], [-4.974, 5.931, -3.717], [-6.334, 2.113, -3.518], [-5.990, -0.693, -1.559], [-0.064, -2.289, 3.434], [-4.572, 3.309, -5.948], [-2.422, 1.355, -1.067], [-5.191, 0.604, 0.074], [-0.624, -2.045, 2.204], [0.971, -1.114, -2.376], [-1.120, -0.568, -3.047], [0.079, -2.910, -0.355], [0.125, -2.964, 5.709]], "atomic_forces_ev_per_a": [[-0.1, 0.2, 0.2], [0.0, 0.0, 0.1], [-0.4, 0.1, 0.7], [0.0, -0.2, 0.1], [0.0, 0.6, -0.6], [0.1, 0.0, -0.2], [0.0, -0.1, 0.1], [0.4, 0.1, 0.0], [-0.6, 1.3, 1.2], [0.0, 0.0, 0.2], [-0.2, -0.3, 0.8], [-0.5, -0.4, -0.2], [-0.2, -5.1, -3.9], [0.7, 0.8, 1.2], [0.8, -0.2, 0.3], [-0.2, -0.1, 0.1], [0.0, 0.5, -0.4], [0.7, 1.6, 1.0], [1.0, 0.3, 0.0], [0.1, 0.0, 0.0], [0.5, 1.0, 0.2], [0.0, 0.3, -0.3], [0.2, -0.3, -0.2], [0.3, 0.9, 0.2], [0.0, -0.1, -0.1], [-0.1, 0.5, 0.2], [0.0, 0.1, 0.0], [0.0, -0.3, 0.2], [-0.2, 0.2, 0.7], [-0.2, -0.1, -0.2], [-0.2, -0.3, 0.3], [-0.3, -0.5, 0.9], [0.0, 0.5, 0.5], [0.2, -0.1, 0.1], [0.4, 1.4, -0.1], [1.1, 0.0, -0.6], [-0.2, 0.1, -0.3], [0.1, -0.1, -0.1], [0.2, -0.1, -0.2], [0.1, -0.1, 0.0], [-0.7, -1.3, -1.2], [0.0, 0.1, -0.1], [0.3, -0.3, 0.0], [-0.3, 0.2, -0.3], [-2.1, 0.7, -0.9], [-0.1, 0.2, 0.0], [-0.2, -0.8, 1.0], [0.1, -0.1, 0.1], [-0.3, -0.2, -0.1], [0.0, 0.2, -0.3], [0.0, -0.2, -0.1], [0.2, 0.3, 0.0], [0.2, -0.1, 0.2], [0.1, -0.1, 0.2], [0.5, -0.4, -0.2], [0.0, 0.2, 0.1], [-0.8, -0.1, 0.1], [0.3, 0.1, 0.0], [0.4, 0.0, 0.4], [-1.3, 0.4, -0.3], [0.1, 0.0, 0.0], [-0.2, -1.0, -0.2], [0.2, 0.1, -0.1]], "fmax_ev_per_a": 6.45, "energy_ha": -2241.5814, "spin_multiplicity": 4, "homo_lumo_gap_ev": [3.6, 3.7], "charge": -1, "e_lumo_ev": [2.3, 2.3]}

---

3.
{"formula": "C6H8N", "method": "ωB97M-V with the def2-TZVPD basis set", "elements": ["H", "C", "H", "H", "N", "C", "C", "C", "C", "H", "H", "H", "H", "C", "H"], "coordinates": [[2.006, 0.995, 1.203], [1.924, -0.696, -0.289], [-0.211, 0.082, 1.567], [-0.799, 1.911, -0.294], [-2.067, 0.144, -0.205], [-2.847, -0.519, 0.265], [-0.875, 0.787, -0.393], [0.712, -1.177, 0.011], [1.608, 0.739, 0.239], [2.749, -1.089, -0.660], [0.169, -2.014, -0.154], [-3.716, -1.215, 0.274], [1.664, 1.412, -0.616], [0.185, 0.144, 0.511], [-0.502, 0.497, -1.458]], "atomic_forces_ev_per_a": [[0.9, 0.7, -0.1], [-4.0, 2.1, 2.7], [0.6, 0.5, -0.8], [-1.1, -1.3, 0.0], [0.0, 0.8, 0.8], [-2.9, -2.0, -0.7], [3.7, 1.1, -2.5], [1.3, 3.0, -0.2], [-0.6, -2.1, -0.6], [3.7, -1.7, -1.7], [-1.1, -2.9, -0.4], [0.9, 0.8, 0.6], [0.1, 0.7, 0.6], [-0.6, -0.5, 0.8], [-0.9, 0.8, 1.5]], "fmax_ev_per_a": 5.24, "e_above_lowest_kcal_mol": 118.20, "energy_ha": -287.7679, "smiles": "C#[N+]C[C@H]1C=CC1", "homo_lumo_gap_ev": 8.5, "charge": 1, "e_lumo_ev": -5.1}

---

4.
{"formula": "C31H24Br5CeN5O2S2", "method": "ωB97M-V with the def2-TZVPD basis set", "elements": ["C", "C", "N", "Br", "C", "C", "N", "C", "H", "N", "C", "H", "C", "H", "C", "C", "Br", "H", "H", "O", "S", "C", "C", "H", "C", "Br", "N", "C", "H", "H", "H", "C", "C", "H", "C", "Br", "C", "C", "Br", "H", "H", "H", "C", "H", "H", "C", "C", "O", "H", "H", "C", "S", "C", "H", "C", "C", "C", "Ce", "H", "H", "C", "C", "C", "H", "H", "C", "N", "H", "H", "C"], "coordinates": [[-4.141, 1.562, 4.249], [-3.087, 2.609, 3.895], [-1.719, 0.816, 0.542], [-1.769, -3.385, 2.215], [3.536, 2.208, -3.409], [2.548, 3.426, -1.104], [-1.041, 0.475, -2.024], [-3.142, -0.525, -2.515], [-4.104, -0.876, -2.171], [-1.734, 2.068, 3.795], [0.590, -2.142, 1.371], [-3.617, -0.668, 1.444], [4.020, 5.362, -1.544], [-1.299, -0.094, -5.322], [-2.811, -0.581, -3.860], [-2.556, 0.154, -0.181], [0.672, 3.493, 1.076], [1.310, -6.199, -0.233], [-4.062, 0.721, 3.562], [-0.202, -1.480, 0.515], [0.285, 0.626, 2.920], [-1.589, -0.083, -4.281], [-2.236, 0.015, -1.607], [-3.063, 3.392, 4.649], [2.317, -3.644, 3.018], [0.230, -5.293, 4.082], [-0.475, -3.265, -1.814], [3.585, 5.997, -0.419], [-3.331, 3.063, 2.937], [2.594, -4.244, -1.048], [3.891, 1.708, -4.301], [-1.286, 1.329, 2.758], [-1.213, -4.296, -1.336], [2.319, 0.551, -2.868], [-0.603, -5.372, -0.780], [4.644, -2.179, 2.159], [2.089, 2.102, -1.420], [1.971, -1.816, 1.440], [3.497, -4.661, 4.080], [-1.155, 2.041, 4.616], [-5.143, 1.989, 4.163], [-4.625, 0.312, 0.382], [0.109, -3.132, 2.222], [-1.189, -6.187, -0.382], [3.979, 6.965, -0.134], [3.999, 3.440, -3.077], [0.798, -5.362, -0.693], [2.432, -0.761, 0.753], [-4.115, -1.318, -0.122], [-2.286, -4.196, -1.421], [2.098, 4.176, 0.010], [1.680, -1.763, -2.234], [-0.742, 0.436, -3.322], [-0.943, -2.441, -2.165], [1.520, -4.290, -1.150], [2.607, 1.554, -2.569], [0.948, -3.902, 3.029], [0.766, 0.439, -0.012], [4.760, 5.824, -2.189], [-4.004, 1.195, 5.270], [2.805, -2.602, 2.227], [3.523, 4.084, -1.906], [-3.805, -0.414, 0.404], [4.732, 3.950, -3.690], [0.222, 0.844, -3.597], [0.876, -3.171, -1.720], [-2.146, 1.127, 1.778], [2.209, 5.891, 1.258], [-3.512, -0.994, -4.576], [2.587, 5.392, 0.375]], "atomic_forces_ev_per_a": [[0.1, 0.0, 0.0], [0.1, -0.3, -0.1], [0.5, -0.2, 0.4], [0.0, 0.0, 0.0], [0.0, 0.0, 0.0], [0.0, 0.1, 0.0], [0.2, -0.1, 0.2], [-0.1, -0.1, -0.1], [0.0, 0.0, 0.0], [-0.2, 0.0, 0.2], [0.2, -0.3, 0.0], [0.0, 0.0, 0.0], [0.0, 0.0, 0.0], [0.0, 0.0, 0.0], [0.0, 0.0, 0.0], [-0.2, 0.1, 0.0], [0.1, -0.3, -0.3], [0.0, 0.1, 0.0], [0.0, 0.0, 0.0], [0.9, 0.2, 0.2], [0.2, 0.2, -0.6], [-0.2, 0.0, -0.1], [0.1, 0.0, 0.0], [0.0, 0.1, 0.0], [-0.2, 0.0, 0.0], [0.0, 0.0, 0.0], [0.0, 0.0, 0.2], [-0.1, 0.0, 0.1], [0.0, 0.1, 0.0], [0.0, 0.0, 0.0], [0.0, 0.0, 0.0], [0.0, -0.4, -0.3], [-0.1, 0.1, -0.1], [0.0, 0.0, 0.0], [-0.1, -0.1, 0.1], [-0.1, 0.0, 0.0], [-0.1, 0.1, 0.3], [0.0, -0.1, 0.0], [0.0, 0.0, 0.0], [0.0, 0.0, 0.0], [0.1, 0.0, 0.0], [0.0, -0.1, 0.0], [-0.3, -0.1, -0.2], [0.0, 0.0, 0.0], [0.0, 0.0, 0.0], [0.0, 0.1, 0.1], [0.2, 0.1, 0.0], [-1.1, 0.0, 0.0], [0.0, 0.1, 0.0], [0.0, 0.0, 0.0], [-0.2, 0.0, 0.1], [-0.2, -0.1, 0.0], [0.2, 0.1, 0.2], [-0.1, 0.0, -0.1], [0.0, -0.1, 0.1], [-0.2, -0.3, 0.1], [0.1, 0.1, -0.1], [0.2, 0.0, -0.2], [0.0, 0.0, 0.1], [0.0, 0.0, -0.1], [0.3, 0.1, 0.0], [0.0, -0.1, -0.1], [-0.1, 0.0, -0.1], [0.0, 0.0, 0.0], [0.0, -0.1, 0.0], [0.1, 0.1, 0.0], [-0.5, 0.7, 0.2], [0.0, 0.0, -0.1], [0.0, 0.0, 0.0], [0.1, 0.2, -0.1]], "fmax_ev_per_a": 1.11, "e_above_lowest_kcal_mol": 14.21, "energy_ha": -15761.6195, "homo_lumo_gap_ev": [6.6, 6.5], "e_lumo_ev": [-1.0, -1.0]}

---

5.
{"formula": "ClNO4S", "method": "ωB97M-V with the def2-TZVPD basis set", "elements": ["O", "O", "O", "N", "O", "S", "Cl"], "coordinates": [[-1.355, 0.927, -0.957], [0.623, -1.390, 1.239], [-0.302, -1.526, -1.058], [-0.906, 0.891, 0.102], [-1.031, 1.393, 1.126], [0.335, -0.830, -0.019], [2.637, 0.535, -0.434]], "atomic_forces_ev_per_a": [[-1.3, 1.0, -2.2], [0.1, -0.5, 1.0], [-0.2, -0.8, -1.2], [1.1, -2.1, -0.3], [-0.1, 1.3, 2.2], [2.0, 2.0, 0.5], [-1.6, -0.9, 0.0]], "fmax_ev_per_a": 2.91, "e_above_lowest_kcal_mol": 49.91, "energy_ha": -1213.8884, "homo_lumo_gap_ev": [7.1, 7.9], "e_lumo_ev": [-3.7, -3.4]}

---

6.
{"formula": "C6H11NO", "method": "ωB97M-V with the def2-TZVPD basis set", "elements": ["H", "H", "C", "H", "H", "C", "H", "N", "H", "C", "H", "C", "H", "H", "C", "C", "O", "H", "H"], "coordinates": [[-0.793, -2.255, -0.845], [0.312, -0.120, -1.382], [0.829, 0.780, 0.426], [-1.378, -1.318, -2.258], [-1.370, -1.102, 2.334], [1.866, 1.214, 1.133], [-0.106, 1.496, -1.213], [0.760, 0.937, -1.017], [0.330, -1.717, -2.070], [-0.581, -1.429, -1.522], [1.600, 1.298, -1.452], [-0.457, -0.595, 2.052], [0.381, -0.682, 2.732], [2.686, 1.751, 0.675], [-0.378, 0.068, 0.897], [-1.515, 0.086, -0.090], [-1.772, 1.142, -0.719], [1.888, 1.097, 2.206], [-2.302, -0.652, 0.114]], "atomic_forces_ev_per_a": [[0.0, 0.1, 0.1], [-0.5, -0.5, 0.4], [0.3, 0.1, -0.2], [-0.1, 0.0, 0.0], [0.0, 0.0, 0.0], [-0.3, 0.0, -0.1], [0.3, -0.1, 0.1], [-0.2, 0.4, -0.1], [0.0, -0.1, -0.1], [0.5, 0.4, -0.1], [0.0, 0.0, 0.1], [0.0, 0.2, -0.3], [0.0, 0.1, 0.0], [0.0, -0.1, -0.1], [0.1, -0.5, 0.0], [-0.2, 1.0, 0.0], [0.1, -0.8, 0.4], [0.0, 0.0, 0.0], [0.1, -0.1, -0.2]], "fmax_ev_per_a": 1.06, "e_above_lowest_kcal_mol": 108.38, "energy_ha": -365.0587, "homo_lumo_gap_ev": [8.0, 8.0], "e_lumo_ev": [0.3, 0.3]}